Molecular formula: C30H90N18O12
Method: DFT, ωB97M-V with the def2-TZVPD basis set

Each line ends with the Löwdin charge.
Element x y z (Å)
C 0.329 -0.122 3.609  -0.10
O -0.172 -0.994 4.590  -0.18
C -1.575 -1.117 4.636  -0.20
C -2.137 -1.023 6.053  -0.40
C -1.276 -1.858 7.008  -0.09
N -3.495 -1.631 6.108  0.02
H 0.151 0.945 3.784  0.09
H -0.163 -0.287 2.640  0.07
H 1.372 -0.427 3.538  0.07
H -2.072 -0.361 4.017  0.11
H -1.847 -2.083 4.193  0.13
H -2.199 -0.042 6.527  0.13
H -1.021 -2.862 6.673  0.09
H -1.488 -1.671 8.061  0.08
H -0.277 -1.385 6.998  0.07
H -3.594 -2.073 7.011  0.06
H -3.563 -2.399 5.447  0.06
C -2.239 -1.698 0.087  -0.10
O -3.537 -2.118 0.419  -0.17
C -4.531 -1.140 0.247  -0.23
C -5.686 -1.386 1.197  -0.43
C -6.913 -0.505 0.869  -0.06
N -5.317 -1.166 2.601  0.06
H -2.307 -1.091 -0.823  0.08
H -1.503 -2.495 0.009  0.08
H -1.854 -1.023 0.866  0.07
H -4.200 -0.114 0.471  0.12
H -4.832 -1.101 -0.808  0.12
H -6.086 -2.384 0.998  0.14
H -7.681 -0.666 1.619  0.08
H -7.356 -0.895 -0.054  0.07
H -6.609 0.510 0.606  0.07
H -4.566 -1.808 2.838  0.06
H -4.899 -0.238 2.623  0.06
C 3.651 3.830 -7.136  -0.13
O 3.595 2.543 -6.586  -0.18
C 2.267 2.038 -6.594  -0.21
C 1.444 2.462 -5.383  -0.44
C 2.013 2.103 -4.024  -0.04
N 0.087 1.901 -5.507  0.05
H 3.605 3.794 -8.229  0.09
H 4.629 4.283 -6.934  0.09
H 2.988 4.550 -6.646  0.08
H 1.825 2.202 -7.583  0.13
H 2.340 0.945 -6.535  0.12
H 1.434 3.563 -5.420  0.12
H 1.406 2.386 -3.169  0.05
H 3.020 2.525 -3.967  0.08
H 2.206 1.030 -3.904  0.07
H -0.220 2.297 -6.395  0.08
H -0.513 2.312 -4.799  0.05
C 4.586 -7.699 1.207  -0.12
O 4.238 -7.155 -0.037  -0.17
C 3.350 -6.062 0.078  -0.22
C 2.626 -5.679 -1.198  -0.39
C 3.610 -4.895 -2.081  -0.08
N 1.557 -4.725 -0.895  0.05
H 3.716 -7.966 1.817  0.09
H 5.293 -7.109 1.796  0.09
H 5.066 -8.663 1.023  0.09
H 2.669 -6.163 0.935  0.11
H 3.992 -5.224 0.393  0.12
H 2.300 -6.515 -1.817  0.14
H 3.182 -4.788 -3.080  0.07
H 4.542 -5.469 -2.187  0.08
H 3.946 -3.928 -1.708  0.07
H 1.777 -4.160 -0.087  0.04
H 1.209 -4.121 -1.623  0.05
C -2.500 2.053 1.809  -0.11
O -3.690 2.750 1.560  -0.17
C -3.492 3.998 0.956  -0.21
C -4.849 4.635 0.701  -0.43
C -5.669 4.109 -0.469  -0.06
N -4.809 6.105 0.723  0.02
H -1.840 1.942 0.944  0.08
H -2.766 1.078 2.219  0.06
H -1.866 2.553 2.546  0.06
H -3.004 4.686 1.657  0.12
H -2.958 3.970 -0.002  0.12
H -5.424 4.504 1.625  0.14
H -6.254 3.209 -0.269  0.07
H -5.037 3.898 -1.341  0.07
H -6.379 4.826 -0.887  0.07
H -4.151 6.572 0.098  0.07
H -5.679 6.433 0.317  0.06
C 0.876 -3.540 2.231  -0.11
O 2.032 -2.723 2.110  -0.21
C 3.144 -3.314 2.763  -0.19
C 4.208 -2.223 2.909  -0.43
C 4.954 -1.913 1.619  -0.05
N 5.210 -2.698 3.858  0.02
H 0.118 -3.114 1.576  0.07
H 0.459 -3.545 3.244  0.09
H 0.987 -4.596 1.975  0.08
H 2.848 -3.659 3.763  0.13
H 3.537 -4.216 2.286  0.11
H 3.741 -1.298 3.267  0.12
H 4.268 -1.872 0.772  0.07
H 5.786 -2.598 1.458  0.08
H 5.418 -0.927 1.714  0.07
H 4.775 -2.815 4.772  0.07
H 5.969 -2.059 4.066  0.08
N -0.338 5.810 2.542  0.15
C 0.610 4.859 2.254  -0.66
N 0.336 3.647 2.813  0.17
O 1.531 5.106 1.489  0.01
H -0.241 6.726 2.148  0.10
H -0.884 5.688 3.376  0.09
H 0.923 2.850 2.586  0.05
H -0.371 3.534 3.511  0.08
N -3.896 -0.458 -3.879  0.15
C -2.571 -0.525 -4.261  -0.65
N -1.840 0.530 -3.879  0.17
O -2.119 -1.519 -4.825  0.00
H -4.344 0.175 -3.245  0.09
H -4.366 -1.337 -4.025  0.10
H -0.849 0.466 -4.035  0.07
H -2.238 1.210 -3.257  0.08
N 3.579 2.686 0.410  0.18
C 3.829 2.174 1.646  -0.66
N 2.716 1.573 2.196  0.14
O 4.907 2.134 2.230  0.01
H 2.636 2.609 0.090  0.05
H 4.336 3.073 -0.118  0.11
H 2.760 1.194 3.121  0.08
H 1.846 1.598 1.664  0.02
N 0.909 -0.740 0.101  0.22
C 0.409 0.448 -0.241  -0.63
N -0.087 0.566 -1.490  0.19
O 0.498 1.455 0.503  -0.07
H 1.182 -0.928 1.053  0.07
H 0.902 -1.520 -0.539  0.08
H -0.606 1.390 -1.790  0.04
H 0.272 -0.142 -2.123  0.06
N 0.552 4.142 -1.040  0.20
C -0.430 4.066 -1.973  -0.64
N -0.411 5.121 -2.859  0.16
O -1.147 3.080 -2.156  -0.03
H 0.777 3.278 -0.572  0.06
H 1.145 4.943 -0.947  0.10
H 0.219 5.877 -2.679  0.09
H -1.042 5.087 -3.637  0.10
N 0.536 -2.259 -4.827  0.19
C 1.424 -1.920 -3.872  -0.65
N 2.696 -1.764 -4.350  0.16
O 1.175 -1.898 -2.654  -0.03
H 0.844 -2.123 -5.767  0.10
H -0.428 -2.401 -4.541  0.08
H 2.889 -1.858 -5.328  0.09
H 3.513 -1.651 -3.779  0.11

- structure (SMILES) = COC[C@H](C)N.COC[C@H](C)N.COC[C@H](C)N.COC[C@H](C)N.COC[C@H](C)N.COC[C@H](C)N.NC(N)=O.NC(N)=O.NC(N)=O.NC(N)=O.NC(N)=O.NC(N)=O
- spin multiplicity = 1
- relative energy (zero: lowest compared OMol25 entry of this formula, charge and spin) (kJ/mol) = 144.4
- LUMO (eV) = 0.2
- Kohn-Sham gap (eV) = 8.8
- E_tot (eV) = -83964.1366


Molecular formula: C30H92O16
Method: DFT, ωB97M-V with the def2-TZVPD basis set

Each line ends with the Löwdin charge.
Element x y z (Å)
O 13.871 9.204 11.361  -0.05
H 14.812 9.477 11.611  0.06
H 13.454 9.425 12.169  -0.01
O 18.087 11.700 13.563  -0.04
H 17.965 12.623 13.252  0.03
H 17.925 11.728 14.496  0.01
O 12.424 10.615 13.539  -0.06
H 11.505 10.839 13.677  0.00
H 12.801 10.572 14.453  0.04
O 13.371 11.363 16.243  -0.07
H 13.931 12.172 16.162  0.01
H 13.843 10.798 16.855  0.04
O 15.004 13.567 16.694  -0.08
H 15.925 13.927 16.534  0.03
H 14.394 14.315 16.765  0.06
O 10.580 15.151 8.088  -0.07
H 10.688 14.418 7.487  0.00
H 10.029 14.746 8.828  0.07
C 11.326 11.727 8.093  -0.08
C 11.754 10.544 8.833  -0.50
C 11.714 9.208 8.086  -0.04
O 13.057 10.827 9.392  -0.08
H 10.248 11.722 7.902  0.09
H 11.868 11.855 7.115  0.11
H 11.594 12.624 8.659  0.06
H 11.026 10.435 9.643  0.12
H 12.383 9.200 7.222  0.08
H 10.667 9.087 7.775  0.08
H 12.006 8.415 8.779  0.08
H 13.404 10.151 9.986  0.02
C 17.440 9.776 7.358  -0.06
C 16.667 10.549 8.381  -0.49
C 17.344 11.634 9.168  -0.06
O 15.592 11.219 7.687  -0.07
H 16.678 9.292 6.750  0.08
H 18.125 9.046 7.771  0.07
H 18.044 10.379 6.649  0.09
H 16.269 9.835 9.170  0.15
H 17.718 12.373 8.459  0.08
H 18.088 11.380 9.933  0.08
H 16.589 12.103 9.781  0.06
H 14.842 11.315 8.266  0.04
C 6.907 16.540 12.035  -0.03
C 7.740 16.559 13.339  -0.49
C 6.951 16.358 14.604  -0.07
O 8.682 15.513 13.282  -0.09
H 6.293 15.646 11.997  0.08
H 7.586 16.556 11.140  0.09
H 6.290 17.400 11.973  0.06
H 8.238 17.532 13.504  0.14
H 6.289 17.226 14.782  0.09
H 7.606 16.082 15.438  0.09
H 6.318 15.460 14.590  0.07
H 9.157 15.553 12.427  0.10
C 9.327 11.252 12.363  -0.06
C 8.944 12.608 12.933  -0.49
C 7.633 12.571 13.696  -0.05
O 9.986 12.868 13.888  -0.06
H 9.554 10.543 13.163  0.09
H 10.287 11.361 11.910  0.04
H 8.603 10.896 11.633  0.09
H 8.955 13.369 12.109  0.13
H 7.491 13.528 14.226  0.05
H 7.760 11.753 14.439  0.10
H 6.778 12.408 13.005  0.09
H 10.097 13.814 14.021  0.07
C 16.542 6.998 13.036  -0.06
C 16.344 8.387 13.608  -0.46
C 17.337 8.610 14.772  -0.05
O 16.638 9.367 12.544  -0.11
H 15.886 6.893 12.144  0.09
H 16.343 6.213 13.732  0.07
H 17.556 6.937 12.645  0.08
H 15.350 8.539 13.984  0.12
H 17.322 7.739 15.397  0.07
H 17.112 9.579 15.279  0.07
H 18.328 8.702 14.236  0.11
H 17.037 10.189 12.955  0.06
C 19.648 14.833 16.558  -0.05
C 18.736 13.659 16.275  -0.46
C 18.209 12.936 17.475  -0.06
O 17.489 14.038 15.572  -0.11
H 20.083 15.123 15.572  0.07
H 20.509 14.509 17.162  0.09
H 19.147 15.790 16.893  0.11
H 19.270 12.913 15.657  0.13
H 17.561 12.151 17.047  0.08
H 17.620 13.550 18.146  0.09
H 19.021 12.379 17.967  0.09
H 17.517 14.543 14.755  0.04
C 15.438 16.962 7.712  -0.05
C 14.235 16.137 7.584  -0.47
C 14.184 14.996 6.621  -0.04
O 14.061 15.582 8.927  -0.10
H 15.386 17.309 8.761  0.09
H 15.396 17.794 7.056  0.07
H 16.334 16.421 7.478  0.08
H 13.355 16.846 7.354  0.16
H 13.268 14.375 6.801  0.08
H 15.005 14.341 6.642  0.06
H 14.118 15.376 5.567  0.10
H 13.182 15.224 9.045  0.06
C 18.721 16.971 12.995  -0.04
C 18.289 15.670 12.255  -0.43
C 19.417 14.678 12.120  -0.06
O 17.353 14.922 13.071  -0.11
H 19.298 17.671 12.359  0.09
H 19.226 16.822 13.931  0.05
H 17.759 17.468 13.291  0.09
H 17.898 15.987 11.286  0.14
H 19.151 13.837 11.424  0.09
H 19.649 14.274 13.109  0.07
H 20.248 15.189 11.596  0.09
H 16.543 14.823 12.516  0.07
C 14.852 12.681 12.591  -0.04
C 14.197 13.524 11.541  -0.49
C 12.767 13.976 11.896  -0.03
O 15.102 14.578 11.223  -0.10
H 14.258 11.746 12.622  0.06
H 14.739 13.100 13.612  0.09
H 15.928 12.523 12.354  0.07
H 14.017 12.884 10.643  0.13
H 12.506 14.674 11.085  0.06
H 12.664 14.526 12.857  0.09
H 12.140 13.046 11.874  0.08
H 14.949 15.026 10.328  0.08
C 14.085 18.793 12.072  -0.05
C 12.768 19.231 11.391  -0.49
C 12.698 18.842 9.921  -0.04
O 11.612 18.714 12.073  -0.09
H 14.840 19.352 11.521  0.08
H 14.252 17.697 12.061  0.08
H 14.100 19.104 13.119  0.07
H 12.709 20.279 11.572  0.11
H 12.567 17.785 9.946  0.05
H 13.636 19.086 9.429  0.07
H 11.837 19.303 9.331  0.11
H 11.666 18.928 13.059  0.12

- spin multiplicity = 1
- relative energy (zero: lowest compared OMol25 entry of this formula, charge and spin) (kJ/mol) = 84.5
- LUMO (eV) = 0.3
- Kohn-Sham gap (eV) = 9.7
- E_tot (eV) = -65361.9562